Entry 1:
# C32H34B2ClF4GeHfN4O4Se

A molecular structure, C32H34B2ClF4GeHfN4O4Se (wB97M-V/def2-TZVPD, the OMol25 dataset).

Computed properties:
- 2S+1: 2
- Net charge: +2
- HOMO-LUMO gap (spin up / spin down): 5.67 / 5.22 eV
- <S²>: 0.76
- E_HOMO (spin up / spin down): -12.8 / -12.9 eV

CARTESIAN COORDINATES (ANGSTROEM)
Hf 0.445 0.022 0.465
Se -2.157 2.016 -0.523
Ge 0.997 2.771 1.176
Cl -1.366 -2.937 -1.603
F 1.711 0.941 -1.170
F 1.109 0.614 -3.466
F -1.518 -2.143 4.082
F 0.177 0.218 2.366
O -1.974 -1.314 2.025
O -0.257 0.071 -1.528
O 0.187 -2.452 2.614
O 1.769 -1.179 -2.118
N -1.679 -0.766 0.783
N -1.490 -0.234 -2.127
N 0.745 -2.131 1.407
N 1.620 -1.517 -0.806
C 0.495 5.260 0.063
C -0.409 3.872 -3.804
C 3.194 2.737 3.032
C 4.260 2.218 3.761
C 3.577 3.356 -0.917
C 4.706 4.616 -2.640
C -1.885 2.951 -2.159
C 3.749 5.586 -2.578
C -0.594 3.151 -2.634
C -1.504 4.377 -4.489
C -1.510 -1.520 -2.725
C 4.097 0.135 2.577
C 0.628 6.406 -0.742
C -2.989 3.473 -2.827
C 3.048 0.674 1.854
C -3.849 0.211 -2.085
C 2.661 5.469 -1.679
C 1.683 6.493 -1.602
C 2.166 -2.583 -0.368
C 2.554 4.331 -0.844
C 2.195 -4.094 1.757
C 4.620 3.494 -1.790
C 1.690 -2.909 1.024
C -2.577 0.204 -1.239
C -4.100 -0.927 0.565
C -2.741 -0.555 0.087
C 2.564 1.959 2.063
C 1.426 4.235 0.043
C 4.708 0.926 3.542
C 3.047 -3.497 -1.131
C -2.791 4.179 -4.004
C -0.335 3.253 2.498
B -1.067 -1.913 2.881
B 1.107 0.109 -2.248
H 0.594 4.034 -4.176
H -4.625 0.821 -1.632
H -4.344 -1.919 0.170
H -4.149 -0.976 1.647
H -3.641 4.587 -4.532
H 5.536 0.533 4.116
H 4.453 -0.869 2.385
H 4.742 2.834 4.509
H -1.359 4.935 -5.403
H 3.551 2.502 -0.257
H -1.243 3.653 2.052
H 4.014 -3.563 -0.627
H -0.372 5.199 0.707
H 2.868 3.751 3.228
H 5.398 2.743 -1.820
H -0.103 7.199 -0.681
H 3.279 -4.152 1.665
H 5.537 4.712 -3.324
H -3.612 0.629 -3.062
H -3.987 3.356 -2.426
H -4.252 -0.794 -2.214
H -2.461 -1.624 -3.237
H 1.781 -4.998 1.301
H 0.261 2.763 -2.101
H -4.838 -0.229 0.186
H 1.910 -4.067 2.803
H 2.637 0.025 1.064
H 2.624 -4.502 -1.155
H 0.115 4.024 3.127
H 3.194 -3.140 -2.145
H -0.585 2.394 3.114
H -0.693 -1.606 -3.435
H 3.814 6.465 -3.206
H 1.795 7.361 -2.242

=====

Entry 2:
# C32H34B2MoN2O4S2

A molecular structure, C32H34B2MoN2O4S2 at a distorted geometry (wB97M-V/def2-TZVPD, the OMol25 dataset).

Computed properties:
- Net charge: +2
- HOMO-LUMO gap: 5.55 eV
- E_HOMO: -13.0 eV

CARTESIAN COORDINATES (ANGSTROEM)
Mo 0.372 -0.522 -0.155
S -1.831 -0.968 -0.660
S 0.079 1.941 -0.245
O 1.241 -3.589 -0.107
O -2.465 2.584 -1.258
O -2.350 2.672 1.025
O -0.896 -4.317 0.157
N 2.481 0.029 -0.283
N 0.955 -0.070 1.887
C 2.353 -5.618 0.833
C 3.089 1.191 -0.963
C 2.014 -0.990 -1.128
C 1.236 4.027 3.012
C -0.594 -2.088 -1.218
C 0.702 -2.644 -3.307
C -0.332 -6.537 1.140
C 3.207 -0.378 0.947
C 2.665 -1.817 -1.987
C 1.140 1.347 2.241
C -7.136 5.914 1.360
C 1.692 1.707 3.465
C -6.949 4.071 3.025
C -4.677 3.496 1.403
C 2.038 -2.629 -2.953
C -0.120 -0.623 2.764
C 1.742 3.038 3.845
C -0.395 -2.129 -2.618
C -3.626 3.077 0.621
C 1.268 -4.849 0.475
C 2.067 -6.875 1.350
C 2.207 -0.857 2.006
C 0.709 3.683 1.780
C 0.660 2.347 1.405
C 0.755 -7.322 1.502
C -3.693 3.019 -0.761
C -4.830 3.403 -1.434
C -7.061 4.387 1.531
C -0.039 -5.294 0.624
C -5.850 3.879 0.751
C -8.349 3.742 0.998
C -5.892 3.832 -0.650
B -1.708 2.412 -0.147
B -0.102 -3.315 -0.320
H -7.287 6.193 0.316
H 0.165 -0.578 3.817
H 3.752 -1.792 -2.024
H -0.328 -1.662 2.502
H 3.104 2.051 -0.295
H 2.175 3.304 4.799
H -6.790 4.153 -1.157
H -9.193 4.032 1.623
H 3.766 0.481 1.312
H 4.110 0.958 -1.269
H -1.350 -6.880 1.256
H 0.339 4.441 1.101
H -4.581 3.518 2.479
H -6.137 4.629 3.495
H -6.799 3.003 3.199
H 3.913 -1.180 0.724
H -8.271 2.653 1.016
H 3.372 -5.279 0.704
H -7.968 6.309 1.945
H 0.577 -8.309 1.904
H 2.503 1.438 -1.845
H -6.216 6.384 1.711
H 1.259 5.065 3.315
H -1.024 -0.031 2.631
H -8.577 4.057 -0.020
H 1.950 -1.909 1.847
H 2.882 -7.525 1.637
H -4.891 3.371 -2.513
H 2.078 0.955 4.141
H -7.873 4.363 3.522
H 2.711 -3.155 -3.620
H 0.501 -2.985 -4.318
H -1.231 -1.797 -3.230
H 2.654 -0.766 2.996